{"formula": "C5H8O", "method": "wB97M-V/def2-TZVPD", "elements": ["C", "C", "C", "C", "C", "O", "H", "H", "H", "H", "H", "H", "H", "H"], "xyz": [[-1.393, 0.242, 0.454], [-0.304, -0.523, -0.302], [0.843, 0.312, -0.810], [1.117, 1.551, -0.422], [0.336, -1.635, 0.526], [1.485, -1.985, 0.400], [-0.981, 0.837, 1.275], [-1.911, 0.926, -0.225], [-2.142, -0.438, 0.875], [-0.792, -1.059, -1.134], [1.562, -0.231, -1.418], [0.438, 2.133, 0.196], [2.065, 2.012, -0.679], [-0.323, -2.142, 1.263]], "forces_ev_per_a": [[-0.003, 0.005, 0.053], [0.041, 0.057, -0.019], [0.113, 0.159, 0.054], [-0.037, -0.074, -0.039], [0.279, -0.185, -0.034], [-0.569, 0.039, 0.169], [-0.030, -0.145, -0.090], [0.106, -0.112, 0.115], [0.147, 0.040, -0.082], [0.143, 0.096, 0.048], [-0.075, 0.116, 0.071], [0.135, -0.095, -0.035], [-0.215, 0.046, -0.157], [-0.035, 0.053, -0.055]], "mulliken_charge": [-1.56, 0.63, -0.23, -0.73, -0.04, -0.46, 0.38, 0.36, 0.41, 0.18, 0.28, 0.20, 0.25, 0.32], "energy_ha": -270.5139, "charge": 0, "de_lowest_kj_mol": 115.39, "smiles": "C=C[C@H](C)C=O", "homo_lumo_gap_ev": 10.62}